Computed, not measured: 3 unconnected molecules or ions with the total composition C19H47BN3O6 at a distorted geometry, with the ωB97M-V functional and the def2-TZVPD basis.

Output
charge = -1
HOMO level = -0.1529 Eh
orbital gap = 0.2473 Ha
LUMO = 2.57 eV
E = -1392.67680 hartree

CARTESIAN COORDINATES (ANGSTROEM)
C -0.21 4.65 4.54
C 0.46 5.03 3.23
C -0.27 4.65 1.93
C -1.76 5.00 1.93
C -0.08 3.21 1.47
O 1.25 2.95 1.09
B 1.81 1.90 2.02
O 0.83 1.92 3.15
C -0.39 2.10 2.50
C -0.95 0.83 1.82
N -2.43 0.83 1.85
H -0.26 3.58 4.69
H 0.40 5.04 5.36
H -1.19 5.10 4.65
H 1.47 4.62 3.21
H 0.57 6.12 3.23
H 0.20 5.25 1.15
H -2.39 4.15 2.17
H -1.98 5.84 2.59
H -2.05 5.31 0.93
H -0.72 3.09 0.57
H 2.95 2.21 2.36
H 1.84 0.79 1.47
H -1.20 2.46 3.14
H -0.62 0.83 0.78
H -0.54 0.00 2.37
H -2.73 0.82 2.81
H -2.71 1.72 1.44
C 3.48 -0.49 -5.53
O 2.90 -0.97 -4.34
C 3.67 -0.72 -3.16
C 2.99 0.28 -2.25
N 2.99 1.61 -2.84
C 2.18 2.58 -2.10
C 0.68 2.34 -2.00
O -0.02 2.46 -3.24
C -0.06 1.29 -4.03
H 2.87 -0.85 -6.36
H 3.50 0.61 -5.56
H 4.50 -0.87 -5.65
H 4.68 -0.38 -3.43
H 3.77 -1.67 -2.63
H 3.53 0.31 -1.30
H 1.98 -0.10 -2.05
H 2.63 1.55 -3.79
H 2.33 3.56 -2.57
H 2.57 2.66 -1.08
H 0.28 3.11 -1.35
H 0.45 1.38 -1.53
H -0.07 0.39 -3.41
H 0.78 1.24 -4.73
H -0.98 1.32 -4.61
C -4.05 -6.16 -0.26
O -3.62 -5.62 0.97
C -2.54 -6.32 1.57
C -1.28 -5.49 1.58
N -0.75 -5.32 0.23
C 0.36 -4.37 0.13
C 0.08 -2.90 0.46
O -0.77 -2.26 -0.47
C -2.15 -2.40 -0.21
H -4.95 -5.63 -0.56
H -3.30 -6.04 -1.05
H -4.30 -7.23 -0.16
H -2.37 -7.28 1.07
H -2.83 -6.54 2.61
H -0.53 -5.99 2.20
H -1.52 -4.53 2.06
H -1.49 -5.01 -0.38
H 0.73 -4.41 -0.90
H 1.17 -4.72 0.77
H 1.04 -2.38 0.40
H -0.28 -2.76 1.48
H -2.36 -2.48 0.86
H -2.57 -3.27 -0.74
H -2.65 -1.51 -0.59